C42H48IN6RuS2Sb | ωB97M-V/def2-TZVPD

Computed properties:
**Energy above the lowest of the compared OMol25 structures with the same formula, charge and spin**: 44.9 kcal/mol
**Expectation value of S²**: 0.771
**Energy**: -92158.7486 eV
**Frontier orbital gap (alpha / beta)**: 5.91 / 5.78 eV
**Total charge**: +1
**Multiplicity**: 2
**Strongest force on any atom**: 1.43 eV/A

Element x y z (Å)
Ru1 0.0375 1.7111 0.2614
C1 1.6207 0.5062 3.4569
C2 0.1450 0.7256 3.4821
C3 -0.4596 0.9742 4.7144
C4 -1.8111 1.1903 4.7860
C5 -2.5601 1.0847 3.6237
C6 -1.9163 0.7978 2.4407
N1 -0.5757 0.6693 2.3453
C7 -2.6788 0.6883 1.1891
C8 -4.0524 0.5188 1.1749
C9 -4.7190 0.6433 -0.0270
C10 -3.9938 0.8796 -1.1777
C11 -2.6127 0.9121 -1.1058
N2 -1.9791 0.8247 0.0635
C12 -1.7612 1.0133 -2.3046
C13 -2.3204 0.8868 -3.5591
C14 -1.5096 0.9893 -4.6743
C15 -0.1613 1.1593 -4.4831
C16 0.3563 1.2357 -3.1901
C17 1.8433 1.3182 -3.0473
N3 -0.4441 1.1915 -2.1066
H1 1.8725 -0.3525 4.0848
H2 2.1364 1.3783 3.8615
H3 1.9737 0.3242 2.4523
H4 0.1595 1.0109 5.6019
H5 -2.2895 1.4283 5.7277
H6 -3.6261 1.2594 3.6436
H7 -4.5963 0.3068 2.0839
H8 -5.7978 0.5647 -0.0644
H9 -4.5101 1.0416 -2.1111
H10 -3.3779 0.7057 -3.6814
H11 -1.9284 0.9213 -5.6711
H12 0.5156 1.2303 -5.3241
H13 2.2819 1.8129 -3.9141
H14 2.2593 0.3080 -2.9926
H15 2.1384 1.8229 -2.1412
S1 2.2847 0.9780 0.1455
C18 3.2832 2.1269 1.0032
C19 4.6660 1.9609 1.0143
C20 5.4795 2.8725 1.6686
C21 6.9070 2.6605 1.7088
N4 8.0403 2.4703 1.7558
C22 4.9020 3.9831 2.2972
C23 3.5216 4.1247 2.3018
C24 2.7113 3.1806 1.6759
S2 0.9703 3.3247 1.7823
C25 5.7144 4.9857 2.9459
N5 6.3196 5.8110 3.4698
H16 5.1102 1.1150 0.5018
H17 3.0724 4.9790 2.7960
C26 0.6933 -2.6136 -3.1181
C27 1.0306 -3.1622 -1.7341
C28 2.3024 -2.5066 -1.2061
C29 1.2044 -4.6783 -1.7946
Sb1 -0.6023 -2.4731 -0.3832
C30 -0.2489 -3.4171 1.6023
C31 1.0852 -2.8526 2.0859
C32 -1.3786 -2.9324 2.5097
C33 -0.2160 -4.9434 1.5812
C34 -2.4863 -3.3770 -1.1814
C35 -2.7456 -2.6922 -2.5220
C36 -2.4331 -4.8916 -1.3752
C37 -3.5987 -3.0140 -0.2023
H18 1.5782 -2.6835 -3.7659
H19 0.3847 -1.5610 -3.0796
H20 -0.1016 -3.1861 -3.5944
H21 3.1219 -2.6663 -1.9215
H22 2.6149 -2.9343 -0.2540
H23 2.1796 -1.4291 -1.0675
H24 1.9883 -4.9255 -2.5264
H25 0.2976 -5.1896 -2.1102
H26 1.5190 -5.0903 -0.8364
H27 1.1398 -1.7678 1.9421
H28 1.9286 -3.3099 1.5681
H29 1.2075 -3.0604 3.1587
H30 -1.4685 -1.8405 2.4958
H31 -1.1732 -3.2399 3.5450
H32 -2.3401 -3.3590 2.2281
H33 0.5690 -5.3318 0.9344
H34 -1.1676 -5.3681 1.2657
H35 -0.0157 -5.3184 2.5969
H36 -2.0074 -2.9664 -3.2732
H37 -2.7446 -1.6007 -2.4233
H38 -3.7312 -2.9958 -2.9044
H39 -1.7037 -5.1802 -2.1306
H40 -3.4156 -5.2485 -1.7209
H41 -2.2059 -5.4210 -0.4532
H42 -3.5663 -1.9561 0.0838
H43 -3.5550 -3.6184 0.7035
H44 -4.5749 -3.2040 -0.6721
I1 -2.3916 4.0819 0.8674
C38 -0.8227 4.8100 -0.2920
C39 -0.6539 6.1736 -0.4219
C40 0.4427 6.6198 -1.1410
C41 1.2999 5.6898 -1.7050
C42 1.0242 4.3472 -1.5449
N6 -0.0226 3.8946 -0.8393
H45 -1.3506 6.8586 0.0394
H46 0.6265 7.6810 -1.2554
H47 2.1755 5.9954 -2.2621
H48 1.6670 3.5987 -1.9812

Mulliken atomic charge list, values in e, 2 entries: Ru 2.909; C -1.478

=====

C42H48N7O3PS2Ti | ωB97M-V/def2-TZVPD

Computed properties:
**Energy above the lowest of the compared OMol25 structures with the same formula, charge and spin**: 12.3 kcal/mol
**Expectation value of S²**: 2.067
**Energy**: -114982.9212 eV
**Frontier orbital gap (alpha / beta)**: 4.73 / 6.29 eV
**Total charge**: -2
**Multiplicity**: 3
**Strongest force on any atom**: 1.07 eV/A

Element x y z (Å)
Ti1 -0.3106 -1.1737 -1.5572
C1 -2.6902 2.4804 -1.5388
C2 -2.1995 1.2265 -1.2672
N1 -1.1274 0.6692 -1.9283
C3 -0.6352 1.3881 -3.0223
C4 -1.1207 2.6633 -3.3671
C5 -2.1368 3.2516 -2.5548
C6 -0.6220 3.2853 -4.5296
C7 0.2760 2.6196 -5.3297
C8 0.7497 1.3478 -4.9977
C9 0.3320 0.7200 -3.8202
N2 0.6770 -0.5307 -3.3301
C10 1.4691 -1.4447 -4.0056
C11 2.5225 -1.2031 -4.8917
C12 3.2180 -2.2712 -5.4658
C13 2.9020 -3.5768 -5.1673
C14 1.9032 -3.8641 -4.2131
C15 1.5909 -5.1845 -3.7779
C16 0.6459 -5.3336 -2.7639
C17 0.0465 -4.2369 -2.1888
N3 0.3048 -2.9482 -2.5801
C18 1.2158 -2.7861 -3.6211
H1 -3.5098 2.8549 -0.9378
H2 -2.6565 0.6097 -0.5100
H3 -2.5103 4.2401 -2.7888
H4 -0.9863 4.2706 -4.7969
H5 0.6275 3.0820 -6.2459
H6 1.4125 0.8531 -5.6850
H7 2.8438 -0.1948 -5.0961
H8 4.0304 -2.0606 -6.1530
H9 3.4442 -4.3964 -5.6260
H10 2.0930 -6.0358 -4.2197
H11 0.3820 -6.3186 -2.3965
H12 -0.6546 -4.3352 -1.3725
C19 0.1467 1.1788 4.8129
S1 0.9820 1.1239 3.2188
C20 2.0234 2.5811 3.3975
H13 0.8470 1.0073 5.6302
H14 -0.6065 0.3917 4.8177
H15 -0.3449 2.1431 4.9409
H16 1.4039 3.4512 3.6158
H17 2.5173 2.7460 2.4415
H18 2.7675 2.4361 4.1805
C21 -2.1497 -3.0630 1.6796
C22 -2.2958 -1.8013 0.8031
C23 -1.5389 -0.6718 1.5077
C24 -1.6853 -2.0738 -0.5742
C25 -3.7905 -1.4771 0.6936
C26 -4.6480 -2.3730 0.0492
C27 -6.0027 -2.1183 -0.0730
C28 -6.5471 -0.9485 0.4446
C29 -5.7154 -0.0490 1.0880
C30 -4.3557 -0.3156 1.2150
H19 -1.0908 -3.3036 1.7990
H20 -2.6382 -3.9205 1.2135
H21 -2.5927 -2.9108 2.6700
H22 -0.4813 -0.9296 1.5593
H23 -1.8876 -0.5083 2.5321
H24 -1.6155 0.2807 0.9782
H25 -2.2291 -2.8886 -1.0722
H26 -4.2405 -3.2794 -0.3809
H27 -6.6370 -2.8314 -0.5867
H28 -7.6047 -0.7399 0.3388
H29 -6.1150 0.8729 1.4925
H30 -3.7368 0.4148 1.7187
C31 5.0293 -1.5343 0.0221
N4 4.2097 -0.8763 1.0332
C32 3.8881 -1.8431 2.0826
N5 3.2668 -3.0760 1.5950
C33 4.1261 -3.6550 0.5655
N6 4.4341 -2.7453 -0.5322
C34 3.2421 -2.4503 -1.3306
P1 1.9132 -1.6034 -0.3346
C35 2.9893 -0.3155 0.4441
C36 1.9224 -2.8133 1.0708
H31 5.9821 -1.8081 0.4849
H32 5.2250 -0.8317 -0.7908
H33 3.2224 -1.3664 2.8045
H34 4.8211 -2.1144 2.5844
H35 3.6452 -4.5480 0.1610
H36 5.0685 -3.9460 1.0385
H37 2.8293 -3.3826 -1.7211
H38 3.5120 -1.8302 -2.1877
H39 2.4215 0.1925 1.2242
H40 3.2545 0.4268 -0.3132
H41 1.4719 -3.7411 0.7080
H42 1.2941 -2.4381 1.8799
N7 0.1476 3.6724 0.8163
C37 -0.4838 4.3271 1.8887
C38 -0.1577 5.6492 2.1977
C39 -0.7038 6.2709 3.3087
C40 -1.5755 5.5901 4.1497
C41 -1.9241 4.2867 3.8323
C42 -1.3917 3.6610 2.7118
S2 -2.1728 6.3618 5.6544
O1 -1.0980 6.1470 6.6179
O2 -2.3657 7.7626 5.2968
O3 -3.4011 5.6432 5.9733
H43 -0.2342 2.7511 0.6562
H44 0.1322 4.1960 -0.0489
H45 0.5442 6.1798 1.5631
H46 -0.4536 7.2978 3.5442
H47 -2.6277 3.7719 4.4756
H48 -1.6678 2.6400 2.4689

Mulliken atomic charge list, values in e, 2 entries: Ti -1.444; C -0.586

=====

C42H48N9O3SV | ωB97M-V/def2-TZVPD

Computed properties:
**Energy above the lowest of the compared OMol25 structures with the same formula, charge and spin**: 12.3 kcal/mol
**Expectation value of S²**: 0.831
**Energy**: -100384.0777 eV
**Frontier orbital gap (alpha / beta)**: 3.47 / 4.45 eV
**Total charge**: +3
**Multiplicity**: 2
**Strongest force on any atom**: 3.72 eV/A

Element x y z (Å)
V1 -0.5956 -1.4419 0.5534
C1 0.0713 -3.0812 -6.3466
C2 0.0033 -2.4627 -4.9782
C3 -0.5998 -1.2400 -4.8372
C4 -0.8345 -0.6130 -3.5491
C5 -1.2145 0.7492 -3.3921
N1 -1.4554 1.3763 -2.2094
C6 -1.1236 2.8036 -2.1095
C7 -2.3686 3.6527 -1.8450
C8 -2.6033 4.5643 -0.6107
N2 -2.0121 4.1363 0.6650
C9 -2.1117 2.8982 1.1454
C10 -3.1126 2.0151 0.7609
C11 -4.4657 2.3419 0.6592
C12 -5.5181 1.4266 0.5288
C13 -6.9250 1.9509 0.3841
C14 -5.1740 0.0704 0.6372
C15 -3.8324 -0.2946 0.7429
C16 -3.6533 -1.7339 0.8626
N3 -2.4720 -2.3646 0.9381
C17 -2.7035 -3.8127 1.3248
C18 -1.7944 -4.8316 0.6005
C19 -0.3153 -4.4445 0.6765
N4 -0.0916 -3.3568 -0.2847
C20 0.4700 -3.5213 -1.4544
C21 0.1706 -2.5904 -2.5386
C22 0.5311 -3.0532 -3.8068
C23 -0.6073 -1.4090 -2.3609
O1 -1.3000 -1.1488 -1.3066
C24 -2.7768 0.6530 0.8624
O2 -1.5483 0.3237 1.0953
H1 1.1257 -3.0353 -6.7305
H2 -0.6327 -2.6872 -7.0970
H3 -0.1219 -4.1612 -6.3205
H4 -1.0723 -0.7028 -5.7194
H5 -1.1086 1.4770 -4.1752
H6 -1.2588 0.8943 -1.3359
H7 -0.6609 3.1164 -3.0756
H8 -0.3144 2.8845 -1.2921
H9 -3.2166 2.9622 -1.9086
H10 -2.5048 4.3608 -2.6576
H11 -3.7337 4.6763 -0.4802
H12 -2.2576 5.5506 -0.8401
H13 -1.3398 4.8130 1.0194
H14 -1.3928 2.5486 1.9055
H15 -4.7832 3.3882 0.8297
H16 -6.8795 2.8846 -0.2356
H17 -7.2590 2.1330 1.3787
H18 -7.5201 1.1994 -0.1028
H19 -5.9357 -0.6708 0.7178
H20 -4.5449 -2.3309 0.9529
H21 -3.7944 -4.0062 1.0170
H22 -2.6005 -3.8645 2.4259
H23 -2.1347 -4.8839 -0.4770
H24 -1.9329 -5.8226 1.0033
H25 0.3736 -5.2272 0.4115
H26 0.1358 -4.1580 1.6524
H27 1.0797 -4.3959 -1.7055
H28 1.2174 -3.9056 -3.8857
C25 2.7217 -2.9917 3.2406
C26 1.4332 -2.3265 2.8941
N5 1.2065 -1.7588 1.7289
N6 2.2597 -1.7483 0.9237
C27 2.1375 -0.8763 -0.0758
O3 1.0425 -0.3382 -0.4055
C28 3.4449 -0.6932 -0.7788
C29 3.5187 0.1213 -1.8578
C30 4.7190 0.3227 -2.5162
C31 5.8537 -0.4212 -2.1582
C32 5.7017 -1.3908 -1.2205
C33 4.4960 -1.6130 -0.5180
C34 0.4027 -2.2513 3.9129
C35 0.7516 -2.5043 5.2753
C36 -0.2419 -2.5063 6.2538
C37 -1.5971 -2.2746 5.8359
C38 -1.8599 -1.9477 4.4864
N7 -0.8608 -1.9221 3.6230
H29 3.3470 -3.2299 2.3295
H30 2.5494 -3.8186 3.8534
H31 3.3205 -2.2617 3.8580
H32 2.6643 0.7882 -2.2200
H33 4.8085 1.0921 -3.2795
H34 6.7567 -0.2510 -2.6786
H35 6.6087 -1.9568 -0.8280
H36 4.4841 -2.3233 0.2808
H37 1.7676 -2.8012 5.5558
H38 0.0322 -2.6811 7.3188
H39 -2.4524 -2.4306 6.5179
H40 -2.8778 -1.8105 4.1635
S1 2.8106 1.9218 2.2457
C39 3.2377 3.3836 1.5943
N8 2.4514 3.9915 0.6825
C40 2.8817 5.0552 -0.1883
C41 4.4148 5.1689 -0.2680
C42 5.0129 5.0645 1.1415
N9 4.3561 4.0541 1.9372
H41 1.6725 3.4124 0.3295
H42 2.3309 5.9967 0.1398
H43 2.4303 4.8354 -1.2042
H44 4.7861 6.1429 -0.5991
H45 4.7663 4.4250 -0.9905
H46 4.9311 6.0724 1.5505
H47 6.1015 4.8001 1.1659
H48 4.7082 3.8814 2.8656

Mulliken atomic charge list, values in e, 2 entries: V 0.136; C -1.499

=====

C42H49B2N9O3PdTe | ωB97M-V/def2-TZVPD

Computed properties:
**Energy above the lowest of the compared OMol25 structures with the same formula, charge and spin**: 7.7 kcal/mol
**Energy**: -76019.2132 eV
**Frontier orbital gap (alpha / beta)**: 6.52 / 6.52 eV
**Total charge**: +2
**Strongest force on any atom**: 0.84 eV/A

Element x y z (Å)
Pd1 2.1603 1.3665 0.2730
C1 5.5674 -1.2772 -0.0477
C2 4.9034 -0.3371 -0.8395
N1 4.3172 0.5881 -0.0828
N2 4.5848 0.2557 1.2066
C3 5.3435 -0.8529 1.2461
B1 4.3098 1.2277 2.4077
N3 4.1198 2.6733 1.8199
C4 4.7637 3.8225 2.0788
C5 4.1513 4.8440 1.3748
C6 3.1058 4.2323 0.6922
N4 3.1022 2.9343 0.9906
N5 2.9550 0.9036 3.1003
C7 2.6014 1.0376 4.3914
C8 1.2299 1.1710 4.4680
C9 0.7938 1.1362 3.1496
N6 1.8275 0.9433 2.3287
N7 5.5124 1.2089 3.3082
C10 6.7937 1.4678 2.9223
C11 7.6123 1.2357 3.9939
C12 6.7348 0.8154 5.0132
N8 5.4850 0.7938 4.5985
H1 6.1756 -2.1058 -0.3645
H2 4.8862 -0.2484 -1.9149
H3 5.7023 -1.2407 2.1856
H4 5.5972 3.8388 2.7593
H5 4.4165 5.8852 1.3688
H6 2.3630 4.6546 0.0368
H7 3.3604 1.0045 5.1523
H8 0.6352 1.2849 5.3561
H9 -0.2055 1.2400 2.7689
H10 7.0221 1.7918 1.9194
H11 8.6802 1.3498 4.0421
H12 6.9676 0.5314 6.0263
C13 -6.9878 2.5347 3.6945
C14 -7.3383 1.2128 3.0080
C15 -8.4822 1.4755 2.0191
C16 -7.8004 0.2068 4.0731
C17 -6.1338 0.6191 2.2782
C18 -6.3238 -0.4482 1.3894
C19 -5.2827 -1.0799 0.7202
C20 -4.0242 -0.5882 0.9669
O1 -2.7952 -1.0093 0.4399
B2 -1.9030 -0.1631 1.0373
O2 -2.4433 0.7417 1.8991
C21 -3.8133 0.4604 1.8396
C22 -4.8357 1.0841 2.5134
H13 -7.8876 2.9593 4.1394
H14 -6.5900 3.2657 2.9880
H15 -6.2667 2.3994 4.5022
H16 -9.2995 1.9820 2.5327
H17 -8.8877 0.5544 1.6019
H18 -8.1564 2.1118 1.1946
H19 -8.6707 0.5956 4.6033
H20 -7.0122 0.0201 4.8040
H21 -8.0782 -0.7467 3.6222
H22 -7.3262 -0.8130 1.2170
H23 -5.4577 -1.9060 0.0461
H24 -4.6292 1.9031 3.1851
C23 -0.2313 -2.3486 -0.0618
C24 0.2141 -0.9340 0.0677
O3 -0.5323 -0.0910 0.7485
N9 1.3446 -0.4631 -0.3699
Te1 1.7946 -0.5779 -2.3544
C25 1.6955 -2.4805 -3.2724
C26 1.2421 -2.4834 -4.5923
C27 0.8162 -1.2451 -5.3364
C28 1.2572 -3.7054 -5.2505
C29 1.7003 -4.8779 -4.6465
C30 1.6644 -6.1860 -5.3775
C31 2.2199 -4.7999 -3.3579
C32 2.2687 -3.5995 -2.6592
C33 3.0332 -3.5630 -1.3642
C34 -0.0897 0.3218 -2.7301
C35 -1.3002 -0.3790 -2.8631
C36 -1.4690 -1.8672 -3.0189
C37 -2.4764 0.3674 -2.8692
C38 -2.5004 1.7502 -2.7526
C39 -3.7938 2.5059 -2.7872
C40 -1.2849 2.4092 -2.6157
C41 -0.0795 1.7245 -2.5940
C42 1.1667 2.5441 -2.3569
H25 -0.2621 -2.7506 0.9559
H26 0.4610 -2.9412 -0.6442
H27 -1.2409 -2.4182 -0.4599
H28 1.5477 -0.4355 -5.2386
H29 -0.1506 -0.8581 -5.0075
H30 0.7417 -1.4681 -6.3979
H31 0.9175 -3.7374 -6.2788
H32 1.3561 -6.0580 -6.4124
H33 0.9640 -6.8698 -4.8958
H34 2.6444 -6.6629 -5.3665
H35 2.6423 -5.6869 -2.9003
H36 2.7937 -4.4257 -0.7411
H37 2.8697 -2.6702 -0.7623
H38 4.1045 -3.6015 -1.5676
H39 -0.6912 -2.4614 -2.5459
H40 -1.4794 -2.1496 -4.0741
H41 -2.4278 -2.1615 -2.5958
H42 -3.4161 -0.1648 -2.9642
H43 -4.6099 1.9122 -2.3787
H44 -4.0522 2.7573 -3.8177
H45 -3.7249 3.4375 -2.2284
H46 -1.2745 3.4870 -2.5072
H47 0.9804 3.5973 -2.5579
H48 2.0226 2.2437 -2.9623
H49 1.4742 2.5161 -1.2818

Mulliken atomic charge list, values in e, 2 entries: Pd -0.089; C -1.373